C4H27N2O7 | the ωB97M-V functional and the def2-TZVPD basis

Geometry as ORCA input:
```
! RIJCOSX wB97M-V def2-TZVPD def2/J DEFGRID3
* xyz 1 1
C 0.69 -0.44 3.18
C 0.79 -1.11 1.80
C 0.22 -0.42 0.57
C -2.13 -0.87 1.69
N -1.34 -0.48 0.50
N 0.91 0.98 3.04
H 1.32 -0.98 3.90
H -0.30 -0.66 3.59
H 1.86 -1.06 1.57
H 0.58 -2.18 1.89
H 0.59 -0.66 -0.42
H 0.43 0.64 0.65
H -2.87 -0.08 1.86
H -1.67 -0.88 2.66
H -2.61 -1.81 1.46
H -1.65 0.45 0.23
H -1.66 -1.08 -0.30
H 0.86 1.43 3.95
H 1.82 1.19 2.65
H 1.66 -2.82 -1.61
H 2.99 -2.05 -1.91
O 2.03 -1.97 -1.82
H 0.30 3.82 -0.42
H -1.01 3.29 -1.03
O -0.09 3.50 -1.24
H -0.75 -1.22 -3.58
H -1.13 0.04 -2.81
O -1.46 -0.83 -3.06
H -0.16 -2.68 -0.80
H -1.18 -2.64 -1.84
O -1.11 -2.71 -0.87
H 4.19 1.10 1.04
H 3.62 0.07 0.02
O 3.38 0.74 0.66
H 1.22 0.88 -1.81
H 0.20 1.93 -2.19
O 0.33 0.96 -2.18
H -2.93 2.84 -0.07
H -2.80 2.49 -1.52
O -2.52 2.18 -0.64
*
```

Results
- Gap between HOMO and LUMO: 9.8 eV
- M: 215.27 u
- ΔE to the lowest compared entry with this formula, charge and spin: 2.082 eV
- LUMO level: -0.0979 hartree
- Strongest force on any atom: 2.196 eV Å⁻¹

=====

C4H28N2O11 | the ωB97M-V functional and the def2-TZVPD basis

Geometry as ORCA input:
```
! RIJCOSX wB97M-V def2-TZVPD def2/J DEFGRID3
* xyz 0 1
N -1.01 -1.34 2.58
C -0.28 -2.06 1.65
C 1.09 -1.42 1.26
C 0.94 0.06 0.87
N 0.24 0.30 -0.42
C 2.34 0.55 0.68
O 3.30 -0.09 0.37
O 2.42 1.82 1.27
H -1.67 -0.65 2.28
H -0.67 -1.23 3.53
H -0.12 -3.07 2.20
H -0.84 -2.40 0.63
H 1.48 -1.93 0.34
H 1.92 -1.74 1.96
H 0.54 0.75 1.78
H 0.53 -0.34 -1.18
H -0.73 0.11 -0.22
H 3.34 2.27 1.28
O 1.14 -1.89 -1.82
H 2.00 -2.02 -1.37
H 1.20 -1.94 -2.83
O 1.96 1.19 3.93
H 1.87 1.54 3.00
H 1.90 0.21 4.15
O -2.59 1.94 -2.01
H -3.06 2.33 -2.75
H -3.14 1.11 -1.83
O -3.88 -1.36 -0.84
H -4.36 -1.22 -0.01
H -3.88 -2.36 -0.96
O 0.59 2.19 -3.07
H 0.61 3.08 -2.58
H 0.17 1.57 -2.34
O 0.07 3.33 0.05
H 0.84 3.89 -0.07
H 0.58 2.47 0.03
O 2.08 -0.08 -3.53
H 1.94 0.46 -4.34
H 1.41 0.43 -3.01
O -0.92 -3.72 -1.35
H 0.00 -3.13 -1.39
H -1.09 -4.19 -2.05
O -2.70 1.95 2.35
H -3.56 2.22 1.91
H -2.00 2.41 1.87
*
```

Results
- Gap between HOMO and LUMO: 8.9 eV
- M: 280.27 u
- ΔE to the lowest compared entry with this formula, charge and spin: 5.008 eV
- LUMO level: 0.0083 hartree
- Structure (SMILES): NCC[C@H](N)C(=O)O.O.O.O.O.O.O.O.O.O
- Strongest force on any atom: 9.115 eV Å⁻¹

=====

C4H28NO12 | the ωB97M-V functional and the def2-TZVPD basis

Geometry as ORCA input:
```
! RIJCOSX wB97M-V def2-TZVPD def2/J DEFGRID3
* xyz -1 1
O -0.26 -0.88 -1.65
C 0.57 -1.46 -0.85
N 1.90 -1.25 -0.83
C 2.46 3.35 0.46
O 3.20 3.84 1.20
C -0.22 -2.28 0.17
C -1.11 -3.43 -0.40
H 2.40 -0.88 -1.52
H 1.95 2.42 0.61
H 2.18 3.95 -0.44
H 0.53 -2.46 1.03
H -0.87 -1.52 0.60
H -0.78 -4.47 -0.13
H -1.16 -3.50 -1.45
H -2.02 -3.19 0.14
H -0.29 1.92 -0.15
H -1.56 1.61 -0.68
O -1.15 2.37 -0.27
H 3.00 -2.36 0.13
H 3.87 -3.53 -0.22
O 3.69 -2.95 0.53
H -0.25 -0.58 -4.36
H 0.07 -1.75 -3.44
O 0.46 -1.28 -4.23
H 2.44 -0.73 1.15
H 3.09 0.62 0.77
O 2.68 0.22 1.50
H -3.62 -0.38 0.36
H -5.01 -1.29 0.71
O -4.24 -0.84 1.01
H -3.10 -1.23 -1.79
H -1.89 -0.75 -1.07
O -2.77 -0.53 -1.11
H -2.45 3.11 1.06
H -2.21 4.51 0.94
O -2.76 3.94 1.50
H -0.39 0.94 3.56
H -1.25 0.62 2.53
O -1.01 0.33 3.32
H 1.08 1.64 1.58
H 1.85 1.57 3.00
O 1.07 1.92 2.51
H 0.69 2.32 -2.10
H 0.45 0.79 -2.11
O 0.77 1.52 -1.55
*
```

Results
- Gap between HOMO and LUMO: 8.6 eV
- M: 282.26 u
- ΔE to the lowest compared entry with this formula, charge and spin: 5.186 eV
- LUMO level: 0.0937 hartree
- Strongest force on any atom: 8.258 eV Å⁻¹

=====

C4H29N2O10 | the ωB97M-V functional and the def2-TZVPD basis

Geometry as ORCA input:
```
! RIJCOSX wB97M-V def2-TZVPD def2/J DEFGRID3
* xyz -1 1
C 0.14 0.54 2.10
N -0.80 -0.35 1.38
C -0.12 -0.98 0.21
O 0.88 -1.86 0.55
C -0.11 2.05 1.84
N 0.89 2.57 0.87
C 1.95 3.39 1.51
H 0.09 0.35 3.19
H 1.21 0.38 1.96
H -1.17 -1.10 1.96
H -0.89 -1.34 -0.47
H 0.38 -0.14 -0.35
H -1.06 2.27 1.38
H -0.07 2.56 2.82
H 1.12 1.82 0.24
H 1.52 4.38 1.62
H 2.12 3.04 2.53
H 2.75 3.39 0.77
H -3.53 -2.57 0.40
H -4.24 -1.93 -0.77
O -4.35 -2.63 -0.11
H 1.27 -2.30 -1.02
H 1.59 -3.29 -2.15
O 1.80 -2.38 -1.88
H -0.05 -2.90 1.51
H 0.57 -3.33 2.91
O -0.27 -3.21 2.43
H -0.39 3.65 -0.63
H -1.00 3.10 -1.91
O -0.80 3.96 -1.47
H 2.77 -0.55 -1.24
H 2.32 -0.56 0.23
O 2.80 -0.01 -0.44
H -3.17 2.46 -3.27
H -2.76 1.03 -3.34
O -2.43 1.91 -3.52
H -2.37 1.55 -0.07
H -2.53 0.16 0.67
O -2.93 0.78 0.01
H 2.31 -1.97 1.84
H 3.26 -3.13 1.93
O 3.03 -2.32 2.41
H 1.15 -1.14 -4.26
H 0.79 0.32 -3.99
O 0.53 -0.45 -4.50
*
```

Results
- Gap between HOMO and LUMO: 8.6 eV
- M: 265.28 u
- ΔE to the lowest compared entry with this formula, charge and spin: 2.536 eV
- LUMO level: 0.1029 hartree
- Strongest force on any atom: 2.353 eV Å⁻¹

=====

C4H29NO11 | the ωB97M-V functional and the def2-TZVPD basis

Geometry as ORCA input:
```
! RIJCOSX wB97M-V def2-TZVPD def2/J DEFGRID3
* xyz 0 1
C -0.60 -1.57 -3.32
N -0.97 -0.80 -2.04
C -1.63 -1.41 -0.73
C -1.30 -2.94 -0.65
C 0.04 -3.34 -0.24
O 0.31 -4.34 0.35
H -0.98 -1.30 -4.20
H -0.65 -2.68 -3.24
H 0.49 -1.43 -3.57
H -1.51 0.08 -2.23
H -2.75 -1.41 -0.85
H -1.23 -0.88 0.06
H -2.17 -3.41 -0.27
H -1.30 -3.28 -1.70
H 0.91 -2.67 -0.54
O 2.05 0.22 0.67
H 2.98 -0.12 1.03
H 1.66 -0.23 -0.12
O -2.61 -1.49 2.66
H -3.12 -0.58 2.58
H -3.26 -1.99 3.23
O 3.49 -0.89 3.24
H 3.83 -1.77 3.46
H 2.54 -1.19 3.35
O 0.70 2.27 1.49
H 1.40 2.99 1.76
H 1.39 1.71 1.16
O -1.72 1.53 2.37
H -1.05 0.96 2.18
H -1.29 1.91 3.21
O -1.35 2.39 0.05
H -0.73 1.79 0.38
H -1.93 2.55 0.87
O -3.21 1.55 -1.65
H -2.61 2.21 -1.90
H -2.77 1.23 -0.78
O 1.80 4.44 -2.59
H 1.11 3.77 -2.54
H 1.25 4.98 -1.96
O 0.96 -1.15 2.61
H 0.13 -1.51 2.33
H 1.66 -1.39 2.01
O 3.78 2.08 -2.10
H 4.63 2.02 -1.72
H 3.66 3.08 -2.14
*
```

Results
- Gap between HOMO and LUMO: 8.8 eV
- M: 267.27 u
- ΔE to the lowest compared entry with this formula, charge and spin: 6.258 eV
- LUMO level: 0.0054 hartree
- Structure (SMILES): CNCCC=O.O.O.O.O.O.O.O.O.O.O
- Strongest force on any atom: 5.739 eV Å⁻¹

=====

C4H2AlLiO2 | the ωB97M-V functional and the def2-TZVPD basis

Geometry as ORCA input:
```
! RIJCOSX wB97M-V def2-TZVPD def2/J DEFGRID3
* xyz 1 2
H -2.96 0.71 -0.71
O -2.41 -0.30 1.00
C -2.12 0.34 -0.10
C -0.83 0.53 -0.52
C 0.48 0.43 -0.15
Li -0.67 -0.83 1.51
O 2.58 -0.76 0.23
C 1.37 -0.92 -0.24
Al 1.99 0.98 0.74
H 1.23 -1.70 -1.01
*
```

Results
- Gap between HOMO and LUMO (alpha / beta): 5.6 / 5.7 eV
- M: 115.98 u
- ΔE to the lowest compared entry with this formula, charge and spin: 2.028 eV
- LUMO level (alpha / beta): -0.2489 / -0.2504 hartree
- Expectation value of S²: 0.79
- Strongest force on any atom: 6.525 eV Å⁻¹

=====

- What is the formula in the first record?
  C4H27N2O7

=====

Copy entry 3 word for word.
C4H28NO12 | the ωB97M-V functional and the def2-TZVPD basis

Geometry as ORCA input:
```
! RIJCOSX wB97M-V def2-TZVPD def2/J DEFGRID3
* xyz -1 1
O -0.26 -0.88 -1.65
C 0.57 -1.46 -0.85
N 1.90 -1.25 -0.83
C 2.46 3.35 0.46
O 3.20 3.84 1.20
C -0.22 -2.28 0.17
C -1.11 -3.43 -0.40
H 2.40 -0.88 -1.52
H 1.95 2.42 0.61
H 2.18 3.95 -0.44
H 0.53 -2.46 1.03
H -0.87 -1.52 0.60
H -0.78 -4.47 -0.13
H -1.16 -3.50 -1.45
H -2.02 -3.19 0.14
H -0.29 1.92 -0.15
H -1.56 1.61 -0.68
O -1.15 2.37 -0.27
H 3.00 -2.36 0.13
H 3.87 -3.53 -0.22
O 3.69 -2.95 0.53
H -0.25 -0.58 -4.36
H 0.07 -1.75 -3.44
O 0.46 -1.28 -4.23
H 2.44 -0.73 1.15
H 3.09 0.62 0.77
O 2.68 0.22 1.50
H -3.62 -0.38 0.36
H -5.01 -1.29 0.71
O -4.24 -0.84 1.01
H -3.10 -1.23 -1.79
H -1.89 -0.75 -1.07
O -2.77 -0.53 -1.11
H -2.45 3.11 1.06
H -2.21 4.51 0.94
O -2.76 3.94 1.50
H -0.39 0.94 3.56
H -1.25 0.62 2.53
O -1.01 0.33 3.32
H 1.08 1.64 1.58
H 1.85 1.57 3.00
O 1.07 1.92 2.51
H 0.69 2.32 -2.10
H 0.45 0.79 -2.11
O 0.77 1.52 -1.55
*
```

Results
- Gap between HOMO and LUMO: 8.6 eV
- M: 282.26 u
- ΔE to the lowest compared entry with this formula, charge and spin: 5.186 eV
- LUMO level: 0.0937 hartree
- Strongest force on any atom: 8.258 eV Å⁻¹

=====

Please write out number 5 again, unchanged.
C4H29NO11 | the ωB97M-V functional and the def2-TZVPD basis

Geometry as ORCA input:
```
! RIJCOSX wB97M-V def2-TZVPD def2/J DEFGRID3
* xyz 0 1
C -0.60 -1.57 -3.32
N -0.97 -0.80 -2.04
C -1.63 -1.41 -0.73
C -1.30 -2.94 -0.65
C 0.04 -3.34 -0.24
O 0.31 -4.34 0.35
H -0.98 -1.30 -4.20
H -0.65 -2.68 -3.24
H 0.49 -1.43 -3.57
H -1.51 0.08 -2.23
H -2.75 -1.41 -0.85
H -1.23 -0.88 0.06
H -2.17 -3.41 -0.27
H -1.30 -3.28 -1.70
H 0.91 -2.67 -0.54
O 2.05 0.22 0.67
H 2.98 -0.12 1.03
H 1.66 -0.23 -0.12
O -2.61 -1.49 2.66
H -3.12 -0.58 2.58
H -3.26 -1.99 3.23
O 3.49 -0.89 3.24
H 3.83 -1.77 3.46
H 2.54 -1.19 3.35
O 0.70 2.27 1.49
H 1.40 2.99 1.76
H 1.39 1.71 1.16
O -1.72 1.53 2.37
H -1.05 0.96 2.18
H -1.29 1.91 3.21
O -1.35 2.39 0.05
H -0.73 1.79 0.38
H -1.93 2.55 0.87
O -3.21 1.55 -1.65
H -2.61 2.21 -1.90
H -2.77 1.23 -0.78
O 1.80 4.44 -2.59
H 1.11 3.77 -2.54
H 1.25 4.98 -1.96
O 0.96 -1.15 2.61
H 0.13 -1.51 2.33
H 1.66 -1.39 2.01
O 3.78 2.08 -2.10
H 4.63 2.02 -1.72
H 3.66 3.08 -2.14
*
```

Results
- Gap between HOMO and LUMO: 8.8 eV
- M: 267.27 u
- ΔE to the lowest compared entry with this formula, charge and spin: 6.258 eV
- LUMO level: 0.0054 hartree
- Structure (SMILES): CNCCC=O.O.O.O.O.O.O.O.O.O.O
- Strongest force on any atom: 5.739 eV Å⁻¹